(1)
# C3H10N5

A structure of composition C3H10N5 (wB97M-V/def2-TZVPD, the OMol25 dataset).

```
! wB97M-V def2-TZVPD RIJCOSX def2/J DEFGRID3
* xyz 1 1
C -2.339 0.162 -0.153
C -2.879 -1.158 -0.080
C 3.603 0.344 -0.355
N 0.639 -1.369 0.559
N 1.562 -0.741 0.329
N -1.112 0.256 0.169
N 2.249 0.116 -0.024
N -0.571 1.546 0.409
H -3.017 0.937 -0.586
H -3.941 -1.253 0.243
H -2.251 -1.830 0.570
H -2.749 -1.748 -1.133
H 3.838 1.377 -0.723
H 4.204 0.338 0.559
H 3.924 -0.511 -0.866
H -1.054 2.375 0.124
H 0.406 1.803 0.549
H -0.511 -0.645 0.407
*
```

Results
- lowest unoccupied orbital energy (Eh) = -0.1374
- HOMO level (eV) = -13.7544
- F_max (eV Å⁻¹) = 5.0

=====

(2)
# H2N2O3S

The molecule H2N2O3S (wB97M-V/def2-TZVPD, the OMol25 dataset).

```
! wB97M-V def2-TZVPD RIJCOSX def2/J DEFGRID3
* xyz 0 1
N 0.771 -0.068 -0.976
N 0.231 -0.010 1.212
O -1.384 1.144 -0.292
O -1.509 -1.345 0.000
O 1.166 0.529 0.297
S -0.822 -0.113 -0.084
H 0.844 0.721 -1.587
H 0.703 -0.858 1.431
*
```

Results
- lowest unoccupied orbital energy (Eh) = 0.0232
- HOMO level (eV) = -10.4593
- F_max (eV Å⁻¹) = 3.1

=====

(3)
# C7H8N2O2S

The molecule C7H8N2O2S (wB97M-V/def2-TZVPD, the OMol25 dataset).

```
! wB97M-V def2-TZVPD RIJCOSX def2/J DEFGRID3
* xyz 0 1
N -3.412 -0.228 0.543
C -2.272 -0.346 0.534
C -0.906 -0.320 0.415
S -0.481 -1.726 -0.690
N -1.528 -1.338 -1.925
O 0.833 -1.604 -1.241
O -0.853 -2.962 -0.098
C -0.348 -0.663 1.672
C 0.884 -0.319 2.010
C 1.566 0.718 1.277
C 1.058 1.304 0.180
C -0.315 0.929 -0.392
H -1.048 -1.783 -2.755
H -2.472 -1.840 -1.809
H -0.810 -1.381 2.288
H 1.358 -0.640 2.894
H 2.453 0.954 1.800
H 1.508 2.047 -0.581
H -0.861 1.903 -0.550
H -0.216 0.472 -1.367
*
```

Results
- lowest unoccupied orbital energy (Eh) = 0.0000
- HOMO level (eV) = -9.0832
- F_max (eV Å⁻¹) = 3.9

=====

(4)
# C24H22N3O7PdTe

A structure of composition C24H22N3O7PdTe (wB97M-V/def2-TZVPD, the OMol25 dataset).

```
! wB97M-V def2-TZVPD RIJCOSX def2/J DEFGRID3
* xyz -1 3
Pd -0.418 0.647 0.038
O -0.291 4.763 -0.900
C -0.131 3.552 -1.001
O -0.561 2.711 -0.111
C 0.547 3.024 -2.256
C 0.566 3.864 -3.332
C 1.135 3.465 -4.546
C 1.668 2.210 -4.690
C 1.677 1.341 -3.616
C 1.174 1.727 -2.314
O 1.303 1.011 -1.278
N 2.228 0.011 -3.893
O 2.562 -0.239 -5.051
O 2.219 -0.842 -3.026
N 1.158 4.381 -5.679
O 1.707 4.023 -6.713
O 0.655 5.484 -5.538
H 0.132 4.847 -3.230
H 2.075 1.896 -5.636
C 0.010 -0.650 3.584
Te 1.211 -0.521 1.819
C 2.573 0.448 3.180
C 2.261 -0.159 4.521
C 3.191 -0.178 5.556
C 2.862 -0.731 6.787
C 1.600 -1.274 6.988
C 0.669 -1.263 5.957
C 0.992 -0.707 4.723
H -0.651 -1.512 3.537
H -0.594 0.254 3.625
H 2.361 1.516 3.141
H 3.598 0.277 2.862
H 4.180 0.238 5.394
H 3.594 -0.746 7.586
H 1.343 -1.715 7.944
H -0.315 -1.696 6.107
C -0.273 -2.777 -1.307
N -1.392 -2.531 -2.208
C -0.971 -2.641 -3.597
C -2.014 -1.236 -1.966
C -2.695 -1.141 -0.615
C -3.909 -1.807 -0.455
C -4.586 -1.778 0.756
C -4.047 -1.069 1.823
C -2.832 -0.412 1.669
C -2.135 -0.433 0.459
H 0.218 -3.711 -1.587
H -0.631 -2.872 -0.282
H 0.479 -1.976 -1.349
H -0.563 -3.638 -3.779
H -0.198 -1.904 -3.872
H -1.833 -2.498 -4.253
H -2.756 -1.080 -2.752
H -1.284 -0.430 -2.069
H -4.323 -2.356 -1.297
H -5.531 -2.299 0.865
H -4.572 -1.026 2.772
H -2.443 0.155 2.506
*
```

Results
- lowest unoccupied orbital energy (spin up / spin down) (Eh) = 0.0758 / 0.0405
- expectation value of S² = 2.009
- HOMO level (spin up / spin down) (eV) = -5.0767 / -5.5636
- F_max (eV Å⁻¹) = 0.9

=====

(5)
# C5H9NO

The molecule C5H9NO (wB97M-V/def2-TZVPD, the OMol25 dataset).

```
! wB97M-V def2-TZVPD RIJCOSX def2/J DEFGRID3
* xyz 0 1
H 2.632 1.726 0.140
N 2.539 0.755 -0.175
C 1.377 0.361 0.138
C 0.847 -1.026 -0.192
C -0.580 -1.209 0.338
C -1.486 -0.068 -0.141
C -0.736 1.283 -0.018
O 0.463 1.153 0.778
H 0.888 -1.245 -1.268
H 1.538 -1.724 0.284
H -0.553 -1.203 1.432
H -0.984 -2.183 0.035
H -1.724 -0.205 -1.201
H -2.442 -0.086 0.399
H -1.335 2.057 0.468
H -0.444 1.614 -1.018
*
```

Results
- lowest unoccupied orbital energy (Eh) = 0.0354
- HOMO level (eV) = -10.0186
- F_max (eV Å⁻¹) = 0.8

=====

(6)
# C5H11N3

The molecule C5H11N3 (wB97M-V/def2-TZVPD, the OMol25 dataset).

```
! wB97M-V def2-TZVPD RIJCOSX def2/J DEFGRID3
* xyz 0 1
C 1.073 1.180 0.739
C -0.540 -1.349 0.167
C -0.223 -2.817 0.483
C -1.689 0.667 0.770
C 1.304 1.053 -1.653
N 0.383 -0.889 -0.663
N -1.423 -0.714 0.885
N 0.815 0.554 -0.381
H 1.011 0.628 1.717
H 1.394 2.247 0.575
H 0.821 -2.974 0.640
H -0.359 -3.377 -0.337
H -0.904 -3.160 1.336
H -0.851 1.241 1.045
H -2.509 0.944 1.329
H -1.881 1.112 -0.188
H 0.523 1.307 -2.379
H 2.133 0.470 -1.925
H 1.722 2.166 -1.541
*
```

Results
- lowest unoccupied orbital energy (spin up / spin down) (Eh) = 0.0001 / 0.0001
- HOMO level (spin up / spin down) (eV) = -7.9336 / -7.9348
- F_max (eV Å⁻¹) = 5.0

=====

(7)
# C23H44NP3RuS

A structure of composition C23H44NP3RuS (wB97M-V/def2-TZVPD, the OMol25 dataset).

```
! wB97M-V def2-TZVPD RIJCOSX def2/J DEFGRID3
* xyz 3 6
Ru -0.636 -0.608 0.034
P -2.743 -0.464 -0.840
P 0.157 -2.743 -0.231
P 0.470 0.295 -1.671
H 0.762 0.362 2.224
C 0.550 0.766 1.230
C -0.769 1.320 0.971
H -1.518 1.298 1.773
C -4.272 -0.693 0.130
C -3.038 -1.717 -2.141
C -3.094 1.183 -1.558
C 1.817 -2.966 0.513
C -0.800 -4.087 0.548
C 0.319 -3.321 -1.956
C 0.567 2.121 -1.805
C -0.106 -0.179 -3.338
C 2.240 -0.198 -1.633
H 1.431 1.193 0.731
H -0.859 2.188 0.304
H -4.299 -0.010 0.985
H -4.345 -1.719 0.505
H -5.141 -0.487 -0.512
H -2.983 -2.718 -1.689
H -2.307 -1.646 -2.952
H -4.047 -1.570 -2.553
H -3.039 1.932 -0.758
H -4.112 1.184 -1.969
H -2.389 1.461 -2.351
H 2.165 -3.992 0.326
H 1.754 -2.801 1.596
H 2.540 -2.257 0.094
H -0.369 -5.058 0.261
H -1.845 -4.048 0.212
H -0.769 -4.007 1.643
H 0.650 -4.369 -1.946
H 1.051 -2.727 -2.514
H -0.655 -3.266 -2.458
H 1.148 2.386 -2.699
H 1.063 2.560 -0.931
H -0.435 2.556 -1.898
H 0.618 0.209 -4.066
H -1.089 0.259 -3.544
H -0.163 -1.268 -3.439
H 2.777 0.319 -2.438
H 2.354 -1.280 -1.765
H 2.686 0.093 -0.675
C 5.265 3.945 -0.917
C 6.623 3.682 -0.661
C 7.360 4.539 0.157
C 6.763 5.675 0.711
C 5.422 5.958 0.434
C 4.676 5.109 -0.384
S 4.281 2.861 -1.871
H 5.219 1.903 -2.098
H 7.085 2.800 -1.101
H 8.406 4.314 0.363
H 7.339 6.336 1.354
H 4.949 6.844 0.857
H 3.634 5.329 -0.613
N -1.265 -1.388 2.548
C -2.608 -1.524 2.964
C -3.297 -0.410 3.473
C -4.604 -0.569 3.941
C -5.226 -1.821 3.854
C -4.568 -2.905 3.263
C -3.265 -2.751 2.796
H -0.778 -0.617 3.001
H -0.711 -2.240 2.611
H -2.808 0.566 3.515
H -5.135 0.280 4.368
H -6.242 -1.946 4.218
H -5.060 -3.871 3.155
H -2.753 -3.583 2.310
*
```

Results
- lowest unoccupied orbital energy (spin up / spin down) (Eh) = -0.2904 / -0.4534
- expectation value of S² = 8.805
- HOMO level (spin up / spin down) (eV) = -12.9867 / -15.6194
- F_max (eV Å⁻¹) = 2.3

=====

(8)
# CHNO5

A cluster of 2 separate species, CHNO5 in total (wB97M-V/def2-TZVPD, the OMol25 dataset).

```
! wB97M-V def2-TZVPD RIJCOSX def2/J DEFGRID3
* xyz 0 1
C 0.035 -0.504 0.439
N 0.190 0.466 1.524
O 0.089 -1.643 0.299
O 1.283 0.761 1.912
O -0.844 0.851 1.995
O 0.127 -0.106 -2.301
O -0.131 0.581 -1.188
H -0.749 -0.406 -2.680
*
```

Results
- lowest unoccupied orbital energy (spin up / spin down) (Eh) = -0.0546 / -0.0546
- HOMO level (spin up / spin down) (eV) = -10.1372 / -10.1308
- F_max (eV Å⁻¹) = 5.2

=====

(9)
# C4H8ClOP

The molecule C4H8ClOP (wB97M-V/def2-TZVPD, the OMol25 dataset).

```
! wB97M-V def2-TZVPD RIJCOSX def2/J DEFGRID3
* xyz 0 1
O 0.274 -2.375 0.247
C 0.729 -1.125 -0.064
Cl 2.325 -1.103 -0.858
C -0.427 -0.328 -1.010
C -0.780 1.061 -0.530
C -0.614 0.992 0.949
P 0.968 0.060 1.418
H 0.474 -2.679 1.123
H -1.318 -1.019 -0.911
H -0.082 -0.216 -1.985
H 0.038 1.724 -0.833
H -1.706 1.468 -1.082
H -0.360 1.985 1.427
H -1.488 0.591 1.349
H 1.968 0.965 0.760
*
```

Results
- lowest unoccupied orbital energy (Eh) = 0.0299
- HOMO level (eV) = -9.2776
- F_max (eV Å⁻¹) = 3.4

=====

(10)
# C10H12N2O5PtS

A structure of composition C10H12N2O5PtS (wB97M-V/def2-TZVPD, the OMol25 dataset).

```
! wB97M-V def2-TZVPD RIJCOSX def2/J DEFGRID3
* xyz 2 3
O -1.000 0.154 -5.799
C -0.921 0.140 -4.653
Pt -0.990 0.152 -2.198
O 1.006 -2.297 -2.311
C 0.245 -1.415 -2.330
C -2.229 1.727 -2.366
O -2.948 2.624 -2.257
C -2.571 -1.077 -2.365
O -3.485 -1.778 -2.258
C 0.598 1.381 -2.339
O 1.530 2.038 -2.353
C 0.087 2.441 1.029
N 0.624 1.138 1.432
C 1.781 1.181 2.322
C -0.052 0.019 1.109
S -1.583 0.244 0.291
N 0.302 -1.243 1.403
C 1.432 -1.716 2.191
C -0.614 -2.325 1.022
H 0.693 3.206 1.518
H -0.958 2.548 1.345
H 0.149 2.581 -0.057
H 1.573 0.692 3.279
H 2.674 0.775 1.837
H 1.979 2.242 2.529
H 1.084 -2.067 3.171
H 1.882 -2.561 1.663
H 2.209 -0.958 2.334
H -1.627 -2.129 1.381
H -0.636 -2.475 -0.061
H -0.236 -3.241 1.492
*
```

Results
- lowest unoccupied orbital energy (spin up / spin down) (Eh) = -0.2969 / -0.3509
- expectation value of S² = 2.016
- HOMO level (spin up / spin down) (eV) = -14.8439 / -16.1036
- F_max (eV Å⁻¹) = 7.7

=====

(11)
# C3H3I3O

A structure of composition C3H3I3O (wB97M-V/def2-TZVPD, the OMol25 dataset).

```
! wB97M-V def2-TZVPD RIJCOSX def2/J DEFGRID3
* xyz 0 1
C -1.586 1.292 -0.133
C -0.770 0.256 -0.143
C 2.044 -0.371 -0.510
O 2.061 -1.593 -0.432
I -3.588 1.226 0.714
I -1.224 -1.589 0.776
I 2.518 0.749 1.242
H -1.278 2.260 -0.471
H 1.849 0.272 -1.384
H -0.025 -2.501 0.340
*
```

Results
- lowest unoccupied orbital energy (Eh) = -0.0118
- HOMO level (eV) = -8.2772
- F_max (eV Å⁻¹) = 3.1

=====

(12)
# C22H26O2S2

The molecule C22H26O2S2 (wB97M-V/def2-TZVPD, the OMol25 dataset).

```
! wB97M-V def2-TZVPD RIJCOSX def2/J DEFGRID3
* xyz 0 1
C -0.853 -5.260 -0.979
C -1.823 -5.199 -2.152
C -2.590 -3.879 -2.228
C -1.674 -2.671 -2.424
C -1.099 -2.176 -1.121
O -1.678 -2.142 -0.068
O 0.148 -1.708 -1.313
C 0.854 -1.156 -0.251
C 1.079 -1.905 0.893
C 1.858 -1.393 1.912
C 2.432 -0.143 1.771
C 2.195 0.606 0.634
C 1.375 0.134 -0.383
C 1.113 0.947 -1.620
S 1.704 2.682 -1.532
C 0.274 3.482 -0.690
C -0.086 2.719 0.537
C 0.510 3.036 1.750
C 0.304 2.278 2.891
C 0.968 2.654 4.178
C -0.516 1.148 2.813
C -0.736 0.276 4.009
C -1.125 0.840 1.609
C -0.931 1.611 0.470
C -1.661 1.247 -0.779
S -0.602 0.900 -2.251
H -0.042 -4.546 -1.108
H -0.416 -6.253 -0.899
H -1.369 -5.032 -0.049
H -2.546 -6.012 -2.059
H -1.273 -5.351 -3.085
H -3.160 -3.734 -1.308
H -3.295 -3.931 -3.060
H -0.860 -2.888 -3.116
H -2.245 -1.833 -2.835
H 0.643 -2.889 0.970
H 2.028 -1.979 2.802
H 3.068 0.257 2.545
H 2.648 1.579 0.531
H 1.677 0.525 -2.458
H 0.626 4.486 -0.462
H -0.533 3.532 -1.419
H 1.165 3.895 1.796
H 0.223 2.837 4.953
H 1.568 3.552 4.056
H 1.613 1.848 4.526
H -1.215 0.837 4.812
H -1.365 -0.572 3.752
H 0.214 -0.099 4.387
H -1.755 -0.036 1.544
H -2.259 0.351 -0.618
H -2.322 2.058 -1.098
*
```

Results
- lowest unoccupied orbital energy (Eh) = 0.0243
- HOMO level (eV) = -8.0534
- F_max (eV Å⁻¹) = 0.8